{"formula": "C2H2NO2S", "method": "wB97M-V/def2-TZVPD", "species": ["O", "S", "N", "C", "H", "O", "H", "C"], "coordinates": [[-1.826320, 2.484342, 1.994815], [-2.013169, 1.053248, 1.730300], [1.006000, -1.143006, -2.353496], [0.756116, -0.701209, -1.178680], [2.767524, -1.069635, -0.962097], [-2.781972, 0.200125, 2.788351], [0.002385, -0.378420, -0.613227], [2.089437, -0.445445, -1.405967]], "forces_ev_per_angstrom": [[0.0, 1.6, 0.6], [-1.1, -3.2, 0.6], [1.1, 0.6, 1.3], [1.8, 0.7, -2.6], [2.6, -1.0, 0.8], [1.1, 1.6, -1.4], [-3.4, 0.5, 2.4], [-2.3, -0.7, -1.7]], "nbo_charge": [-1.005, 1.035, -0.309, 0.032, 0.158, -1.014, 0.210, -0.106], "energy_ev": -18522.539, "total_charge": -1, "lumo_energy_ev": [3.53, 2.05], "relative_energy_ev": 5.891}

{"formula": "C5H10O2", "method": "wB97M-V/def2-TZVPD", "species": ["C", "H", "C", "H", "H", "H", "C", "H", "O", "C", "H", "H", "C", "H", "H", "H", "O"], "coordinates": [[0.256881, 0.798204, -2.445154], [-0.701321, 1.302188, -2.280134], [0.822907, -0.156518, 1.310705], [-0.956676, 0.405276, 2.525505], [0.976796, 1.553342, -2.784647], [0.125812, 0.078102, -3.259539], [-0.259082, -0.437894, 2.330088], [-1.127517, -1.220035, -0.559117], [-1.842958, -1.430016, 0.057638], [0.307409, 0.442815, 0.031472], [-1.461186, -2.089783, 0.649910], [1.501474, 0.566542, 1.789770], [0.747274, 0.134950, -1.188244], [1.534006, -0.615732, -1.292034], [1.383831, -1.081602, 1.140154], [-0.495240, 1.174819, 0.131578], [-0.353720, -1.481164, 2.930695]], "forces_ev_per_angstrom": [[0.0, 0.0, 0.0], [0.2, -0.1, 0.0], [0.1, -0.1, 0.0], [0.0, -0.2, 0.0], [-0.1, -0.2, 0.0], [0.0, 0.1, 0.1], [0.0, -0.2, 0.1], [-0.2, 0.0, 0.1], [0.0, -0.2, 0.0], [0.1, 0.0, -0.2], [-0.1, 0.0, 0.0], [-0.1, -0.1, 0.0], [0.0, 0.1, 0.2], [-0.1, 0.1, 0.0], [0.0, 0.2, 0.0], [0.1, 0.0, 0.0], [0.0, 0.4, -0.2]], "nbo_charge": [-0.645, 0.217, -0.554, 0.113, 0.222, 0.219, 0.466, 0.477, -0.944, -0.181, 0.473, 0.242, -0.203, 0.198, 0.230, 0.205, -0.533], "energy_ev": -9441.190, "lumo_energy_ev": 0.95, "relative_energy_ev": 1.853}

{"formula": "CeH3O3", "method": "wB97M-V/def2-TZVPD", "species": ["O", "H", "H", "O", "O", "Ce", "H"], "coordinates": [[-0.590838, 1.042006, 0.449128], [-0.644541, 2.343955, -0.972417], [-0.671907, -1.345629, 0.465642], [0.347909, -1.580511, 0.262216], [-0.646900, 1.372646, -0.972056], [1.601479, 0.492332, -0.046115], [0.604801, -2.324798, 0.813599]], "forces_ev_per_angstrom": [[1.0, -0.1, -0.2], [-0.4, -0.1, 0.0], [3.3, -0.7, -0.6], [-3.0, 0.7, 0.7], [0.9, 0.0, 0.1], [-1.5, 0.7, -0.1], [-0.3, -0.4, 0.0]], "mulliken_spin": [-0.016, 0.001, 0.005, -0.005, -0.002, 2.015, 0.001], "energy_ev": -19109.617, "total_charge": 1, "spin_multiplicity": 3, "lumo_energy_ev": [-4.31, -4.71], "relative_energy_ev": 0.000}